The following is a quantum chemistry calculation of the ion C5H9BrFN2O2S with charge +1 at a distorted geometry, from the OMol25 dataset.

Structure (XYZ):
```
21
Properties=species:S:1:pos:R:3
H -0.55570 -1.76534 0.75816
H -0.36548 -2.22509 -0.79437
O 2.22186 -1.66095 -1.12614
N -0.89921 0.94079 0.30976
H -2.31941 0.67253 -2.00393
F 1.77215 -1.78972 2.27833
S 1.53605 -0.77795 -0.28483
C -0.30784 -1.42647 -0.17153
H -1.23577 1.81837 0.00096
H 2.81952 -0.07726 1.66400
C -1.35735 -0.36057 -0.39624
H 1.45199 2.15952 1.84840
N 0.66099 2.19791 1.24605
C -1.65562 -0.05573 -1.88023
C 2.18240 -0.95027 1.40702
H -0.76534 0.30536 -2.46042
O 1.67434 0.60315 -0.61502
Br -3.18685 -0.87267 0.45231
H -2.02020 -0.92750 -2.31482
C 0.18838 1.04397 1.01711
H 0.16109 3.14789 1.06543
```

Its total energy is -95987.962 eV. Its LUMO energy (spin up / spin down) is -7.053 / -5.533 eV. The value obtained for the HOMO-LUMO gap (spin up / spin down) is 0.24165 / 0.31552 Eh. As for the HOMO energy (spin up / spin down): -13.63 / -14.12 eV. The value obtained for the largest force on an atom is 4.38 eV/A. The structure (SMILES) is C[C@@](Br)(C[S@@](=O)([O-])=CF)[NH+]=C=[NH2+]. The charge is +1.

The following is a quantum chemistry calculation of the ion C5H9BrN3 with charge +1 at a distorted geometry, from the OMol25 dataset.

Structure (XYZ):
```
18
Properties=species:S:1:pos:R:3
H 2.69906 0.65976 0.03340
C 1.24085 -0.78316 0.91584
N 0.68383 1.18842 -0.69244
N -1.34676 1.16451 -1.84776
C -1.11585 -0.93193 -0.03695
C -0.43250 0.74596 -1.10860
C -0.21309 -1.06845 1.12068
N -0.52707 -1.44300 2.28996
H -1.30243 1.99828 -2.48991
H -0.73407 -1.51920 -0.93578
C 1.55403 0.63165 0.32283
H 1.50095 1.30199 1.15536
H 1.51936 -1.51997 0.23145
H 1.63897 -0.81000 1.86682
H -1.45934 -1.59261 2.45976
H 1.28486 2.01857 -1.11975
Br -2.97549 -0.62990 0.10841
H -2.01530 0.58906 -2.27330
```

Its total energy is -79834.227 eV. Its LUMO energy is -4.194 eV. The value obtained for the HOMO-LUMO gap is 0.35578 Eh. As for the HOMO energy: -13.87 eV. The value obtained for the largest force on an atom is 6.51 eV/A. The charge is +1.

The following is a quantum chemistry calculation of the ion C5H9BrN3O3 with charge +1 at a distorted geometry, from the OMol25 dataset.

Structure (XYZ):
```
21
Properties=species:S:1:pos:R:3
H 1.13480 2.40390 0.93160
O -2.06672 -0.40282 -0.40803
N 0.86740 1.51999 0.59696
H 0.76505 -1.75309 0.66831
N 0.28400 0.53558 2.71752
O 0.40275 1.65338 3.13893
O -0.14919 -0.42381 3.29382
H 0.98267 -0.60036 -2.89429
C 0.45139 -0.68491 0.32799
H -0.67654 -0.52948 -2.20873
C -1.12137 -1.19084 0.25234
H 1.91294 1.74961 -1.14070
H 0.35832 -1.99453 -2.17423
C 0.92245 1.33098 -0.83236
Br -0.72456 2.33298 -1.62360
C 0.62505 0.42568 1.25955
N 0.84336 -0.25623 -0.96434
H -1.55357 -1.35498 1.37300
H -1.19429 -2.21872 -0.24866
C 0.27651 -0.90346 -2.13640
H -2.34045 0.36115 0.07131
```

Its total energy is -85972.943 eV. Its LUMO energy (spin up / spin down) is -6.723 / -6.723 eV. The value obtained for the HOMO-LUMO gap (spin up / spin down) is 0.24302 / 0.24307 Eh. As for the HOMO energy (spin up / spin down): -13.34 / -13.34 eV. The value obtained for the largest force on an atom is 4.37 eV/A. The structure (SMILES) is CN1[C@H](CO)C([N+](=O)[O-])=[NH+][C@@H]1Br. The charge is +1.

The following is a quantum chemistry calculation of a structure of composition C5H9BrOS at a distorted geometry, from the OMol25 dataset.

Structure (XYZ):
```
17
Properties=species:S:1:pos:R:3
H 2.69066 -1.61053 -0.79002
H -0.74671 2.42022 1.30884
C -0.95592 1.38251 1.44443
H -0.69500 1.21116 -1.97441
H -2.27311 1.37109 -1.56352
C 2.27866 -2.39009 -0.07896
O 0.87021 -0.37424 -1.39401
H -0.99105 2.47931 -0.74723
Br -2.51013 -0.79563 0.23948
C 0.45244 -0.39272 -0.27992
H -1.82550 1.26317 2.09873
H 3.11915 -2.75436 0.58598
C -1.12484 0.62052 0.07869
H 2.06520 -3.24802 -0.66729
S 1.04063 -1.54136 0.90960
H -0.08692 0.87776 1.95031
C -1.30777 1.48118 -1.12069
```

Its total energy is -88254.872 eV. Its LUMO energy is 0.693 eV. The value obtained for the HOMO-LUMO gap is 0.36394 Eh. As for the HOMO energy: -9.21 eV. The value obtained for the largest force on an atom is 3.25 eV/A.

The following is a quantum chemistry calculation of an isolated molecule of C5H9BrSi at a distorted geometry, from the OMol25 dataset.

Structure (XYZ):
```
16
Properties=species:S:1:pos:R:3
C -1.07628 1.56102 -0.00562
H 2.08641 -0.85850 -1.04533
H -0.30076 0.30355 2.50327
Br -1.51830 -3.17234 -2.59007
H 0.72157 -1.06812 2.20915
H -1.60985 1.52261 -0.94329
H 1.94216 0.85295 -0.95296
H -1.78793 1.48154 0.79199
H 1.41144 0.58719 2.07151
C -0.94832 -1.43589 0.00253
C 0.53742 -0.04318 1.91293
C -1.19187 -2.22637 -1.00403
H -0.50077 2.49832 0.09575
Si -0.03216 0.03140 0.17362
H 0.91999 0.01609 -2.11789
C 1.34726 -0.05028 -1.10157
```

Its total energy is -83249.147 eV. Its LUMO energy is 0.348 eV. The value obtained for the HOMO-LUMO gap is 0.36554 Eh. As for the HOMO energy: -9.60 eV. The value obtained for the largest force on an atom is 9.66 eV/A. The structure (SMILES) is C[Si](C)(C)C#CBr.

The following is a quantum chemistry calculation of an isolated molecule of C5H9ClN2 at a distorted geometry, from the OMol25 dataset.

Structure (XYZ):
```
17
Properties=species:S:1:pos:R:3
C 1.44412 1.41525 -0.27268
Cl 3.08371 -0.80551 -0.34661
C -0.34921 -0.99805 -0.01573
C -1.86956 -1.18721 -0.07698
H -2.33217 -1.53922 0.87683
N -0.57488 0.46551 0.21083
C 2.27393 0.49738 0.58834
N 0.17840 1.41602 -0.39501
H 1.99478 2.23419 -0.80417
C -1.96352 0.34729 -0.25095
H 0.13541 -1.18838 -0.98223
H -2.08318 0.66867 -1.28230
H -2.66090 0.90730 0.36693
H -2.25018 -1.82161 -0.87620
H 0.20552 -1.49682 0.81094
H 1.68281 0.02332 1.38485
H 3.08493 1.06187 1.06414
```

Its total energy is -20831.525 eV. Its LUMO energy is 0.997 eV. The value obtained for the HOMO-LUMO gap is 0.35367 Eh. As for the HOMO energy: -8.63 eV. The value obtained for the largest force on an atom is 1.14 eV/A. The structure (SMILES) is ClC/C=N\N1CCC1.

The following is a quantum chemistry calculation of an isolated molecule of C5H9ClN2 at a distorted geometry, from the OMol25 dataset.

Structure (XYZ):
```
17
Properties=species:S:1:pos:R:3
C 2.34006 1.92042 0.04337
H 2.17718 -0.33935 0.61292
H -2.96269 -1.32635 -0.54410
H -0.85180 1.46093 -0.26950
N 1.18041 1.11870 -0.16671
C -1.42915 0.56582 -0.35161
Cl -3.08381 1.03139 -0.04234
C 1.26557 -0.11946 0.14450
H -2.52812 -2.05459 0.93164
H 0.45840 -2.20431 0.00688
C 0.21128 -1.06286 0.11453
H 2.28805 2.83274 0.65796
H 2.70676 2.27001 -1.01684
C -2.12800 -1.78876 -0.00222
H -1.82805 -2.82838 -0.33181
N -1.04130 -0.71518 -0.04745
H 3.22520 1.23924 0.26078
```

Its total energy is -20829.853 eV. Its LUMO energy is 0.429 eV. The value obtained for the HOMO-LUMO gap is 0.27760 Eh. As for the HOMO energy: -7.13 eV. The value obtained for the largest force on an atom is 4.06 eV/A.

The following is a quantum chemistry calculation of a cluster of 2 separate species, C5H9ClN2O in total at a distorted geometry, from the OMol25 dataset.

Structure (XYZ):
```
18
Properties=species:S:1:pos:R:3
N -3.32864 0.15105 1.99909
H -4.15637 -1.31805 -0.77062
C 0.29639 -0.19727 0.35139
H -0.67342 -1.08837 1.64235
C 1.81962 0.91369 -1.16319
H 3.34139 -0.20308 -0.03708
H 1.54228 0.18205 -1.96214
H 3.85253 1.16507 -1.30433
O 0.73501 0.84168 -0.27293
H -2.34860 -1.06867 -0.70913
H -2.83597 -0.47732 2.56418
N -0.35610 -0.19990 1.39535
H 3.29070 1.51703 0.44802
C -3.32572 -0.32486 0.84846
C 3.20904 0.85495 -0.42203
Cl 0.44299 -1.66575 -0.63248
C -3.27964 -0.88350 -0.28518
H 1.77451 1.80127 -1.68973
```

Its total energy is -22878.054 eV. Its LUMO energy is 0.663 eV. The value obtained for the HOMO-LUMO gap is 0.35901 Eh. As for the HOMO energy: -9.11 eV. The value obtained for the largest force on an atom is 4.40 eV/A. The structure (SMILES) is [H]/N=C(\Cl)OCC.C=C=N.

The following is a quantum chemistry calculation of a structure of composition C5H9ClN2O6V at a distorted geometry, from the OMol25 dataset.

Structure (XYZ):
```
24
Properties=species:S:1:pos:R:3
N 0.40646 1.42523 4.30009
C 3.63793 -2.05706 -1.08072
O -3.55727 0.41942 -1.02075
O 1.56720 -0.88043 -0.34292
N 0.33580 0.64215 1.99050
O 1.53098 -2.01941 -2.36745
H 1.32032 0.84620 6.08676
C 2.26124 -1.76980 -1.51296
H 0.83322 -0.50839 5.04200
H 3.64695 -2.36277 -0.03673
C 0.36864 1.02095 3.10202
H 0.99832 3.16366 5.29733
H 4.04492 -2.83506 -1.72284
H 0.27453 3.44944 3.69882
O -1.33903 -0.37367 -0.53440
H -0.76809 2.99037 5.07653
Cl -2.31127 0.10524 -1.62326
C 0.54506 0.46543 5.42690
H -0.40670 0.40382 5.94990
H 4.22365 -1.14206 -1.18675
V 0.37643 0.23258 0.10312
O 0.59720 1.54592 -0.67163
O -2.27420 -0.79335 -2.72049
C 0.20803 2.86641 4.61286
```

Its total energy is -58780.890 eV. Its LUMO energy (spin up / spin down) is -9.465 / -12.023 eV. The value obtained for the HOMO-LUMO gap (spin up / spin down) is 0.30227 / 0.20813 Eh. As for the HOMO energy (spin up / spin down): -17.69 / -17.69 eV. The value obtained for the largest force on an atom is 1.51 eV/A. The charge is +2. Its spin multiplicity is 2.

The following is a quantum chemistry calculation of the ion C5H9ClN3OS with charge +1 at a distorted geometry, from the OMol25 dataset.

Structure (XYZ):
```
20
Properties=species:S:1:pos:R:3
C 1.81240 -1.97072 -0.55640
H 1.03906 2.03458 0.61206
H -2.94312 -1.31941 0.05099
C -2.12270 0.55553 0.23271
H -3.46432 2.15463 0.22392
H -4.13578 0.63505 0.04658
H -1.24359 2.44328 0.53517
C 3.29780 0.15944 -0.28863
N -1.03767 1.39648 0.39852
Cl 0.63325 -2.62889 0.63182
H 1.32503 -2.08461 -1.50847
N -2.05562 -0.79212 0.02489
O 0.76098 0.06652 -0.05450
H 4.11176 -0.35553 -0.78652
C 0.35807 1.20759 0.28107
S 3.59080 1.76227 0.20087
N -3.32670 1.15722 0.20744
H 2.69653 -2.53678 -0.31959
H -1.28656 -1.43384 0.44780
C 1.99037 -0.45070 -0.37972
```

Its total energy is -35196.466 eV. Its LUMO energy (spin up / spin down) is -2.979 / -5.374 eV. The value obtained for the HOMO-LUMO gap (spin up / spin down) is 0.26542 / 0.24367 Eh. As for the HOMO energy (spin up / spin down): -10.20 / -12.00 eV. The value obtained for the largest force on an atom is 5.67 eV/A. The charge is +1. Its spin multiplicity is 3.